18
Properties=species:S:1:pos:R:3 method="wB97M-V/def2-TZVPD" total_charge=+1 gap_ev=10.576 spin_multiplicity=1 e_above_lowest_ev=4.035 lumo_ha=-0.1241 e_tot_ev=-10355.7169
H -1.13 2.21 0.09
H 2.09 -1.89 -0.86
H -0.01 -1.34 -1.52
C -1.65 1.34 -0.21
C 0.57 -0.65 -0.91
H -1.86 1.21 -1.29
O 1.58 -1.39 -0.31
N 0.77 0.69 1.10
C -0.28 -0.14 0.29
H -2.54 1.01 0.41
H -0.30 -2.07 0.80
H -1.16 -1.00 1.89
H 0.88 1.64 0.63
H 0.94 0.34 -2.51
H 1.59 -0.03 0.99
H 0.36 0.83 2.13
O 1.13 0.48 -1.59
N -0.97 -1.24 0.85

***

88
Properties=species:S:1:pos:R:3 method="wB97M-V/def2-TZVPD" total_charge=+2 gap_ev=7.944 spin_multiplicity=1 e_above_lowest_ev=0.453 lumo_ha=-0.1747 e_tot_ev=-170406.4940
H 2.82 0.43 -4.08
Sb -1.83 -1.13 1.16
H -3.29 -3.33 1.11
H 0.47 -0.18 -4.06
H -3.88 0.50 0.36
C -1.20 2.16 -2.35
C 0.51 -5.27 -0.45
C -2.08 2.60 -3.31
C -1.18 2.46 2.08
H 3.46 2.88 4.12
H -4.03 -0.18 -3.21
C 3.60 0.89 -3.48
C 2.51 2.08 2.38
H -0.89 -1.30 -4.13
H 1.13 -5.51 -1.30
O -4.00 2.18 -4.55
H -2.85 2.72 0.09
Sb 0.53 -1.83 -1.92
H -0.02 1.21 3.34
C 2.77 3.23 0.40
N -2.16 3.34 1.97
H -1.63 -0.80 3.81
H 2.99 -2.03 2.35
H 4.01 0.53 -0.18
H 1.50 -6.68 0.82
H -3.37 4.81 2.82
C -1.74 -1.68 3.19
I 3.71 2.92 -4.07
Sc 0.66 0.65 0.03
H -3.77 0.47 2.13
H -1.49 1.82 4.11
O 2.06 0.85 -1.68
C -3.23 0.51 -2.99
C -0.65 -3.61 -1.91
C 2.42 -2.75 -2.17
Br 0.21 3.29 -1.87
H -1.67 -3.34 -2.16
H 2.59 3.28 -0.66
C 2.87 -2.05 1.27
H 2.48 -3.18 -3.17
H -1.81 -4.58 2.53
C 2.11 -0.88 0.79
H -2.66 -2.19 3.46
H -4.69 1.52 -4.71
Cl 4.18 5.48 0.08
C -0.12 -5.68 1.83
C -2.47 -3.05 0.44
H 2.53 -3.53 -1.43
C -0.67 2.07 3.44
C -3.72 -0.14 1.22
H 0.72 -1.87 -4.59
N -1.25 0.99 -1.72
H -2.05 4.30 0.08
H 4.57 0.45 -3.71
O -0.70 1.93 1.04
C 0.17 -1.22 -3.91
H -2.90 -2.93 -0.56
N 2.24 2.20 1.07
H -4.52 -0.88 1.27
H 2.09 1.22 2.88
C -2.27 0.19 -2.06
H 3.22 -2.02 -2.03
C -1.14 -4.75 1.69
C 0.71 -5.94 0.75
C 3.54 4.19 1.02
C 3.80 4.09 2.37
H -3.67 4.13 0.78
C 3.27 3.01 3.06
C -0.51 -4.32 -0.59
H 4.41 4.84 2.87
C -3.13 1.75 -3.63
C -2.71 3.64 0.64
H 2.24 -2.93 1.03
H -3.31 3.31 3.75
H 0.01 -6.21 2.76
H -2.31 -0.77 -1.57
H -0.26 -4.21 -2.73
C -1.35 -4.06 0.50
C -2.72 4.01 3.16
C 3.25 0.79 -2.03
H 5.20 0.61 -1.45
N 4.24 0.64 -1.16
H -0.12 2.90 3.89
O 1.17 -0.49 1.56
H -1.98 3.56 -3.79
H -0.89 -2.34 3.36
H 3.82 -2.19 0.76
H -1.93 4.43 3.77

***

49
Properties=species:S:1:pos:R:3 method="wB97M-V/def2-TZVPD" total_charge=0 gap_ev=7.934 spin_multiplicity=1 smiles="O=S(=O)(Nc1nccs1)c1ccc(Nc2nnc(-c3ccccc3)c3ccccc23)cc1" lumo_ha=-0.0144 e_tot_ev=-57342.2559
C -0.13 2.30 -0.02
H -3.34 3.01 0.78
H 1.88 -0.13 4.76
H -2.17 4.68 2.21
C 1.34 0.77 4.56
H 0.79 -1.30 2.52
C -0.13 -3.13 -3.41
C 1.25 -3.30 -3.55
C -0.99 -3.91 -4.16
H 1.26 -5.81 -5.81
H 1.58 3.35 0.73
S -0.43 2.59 4.32
C -2.27 3.08 0.78
H 0.45 1.64 -0.66
C -0.67 -2.10 -2.51
C 1.74 -4.26 -4.41
C -1.63 4.01 1.57
N 2.03 1.85 4.10
C -0.50 -4.88 -5.02
C -0.68 -0.77 -0.48
H 1.70 -3.24 1.29
H 2.63 4.17 3.25
H 1.03 -3.67 -1.03
H 1.93 -2.66 -3.01
O -0.34 5.64 3.67
C -1.64 0.03 -1.20
C -0.34 -0.58 0.87
H -1.18 -5.49 -5.59
C -1.52 2.18 0.02
H 2.81 -4.39 -4.52
H -2.06 -3.76 -4.06
C 0.52 -1.45 1.48
C -0.24 4.08 1.56
C 1.04 -2.55 0.79
C -0.18 -1.89 -1.18
C 0.01 0.96 4.74
S 0.59 5.16 2.71
H -3.08 1.42 -1.08
C 0.87 -5.06 -5.14
C 0.68 -2.79 -0.51
O 1.45 6.08 2.04
N -1.67 -1.40 -2.98
N -2.16 -0.37 -2.34
N 1.66 4.08 3.48
C 1.26 2.86 3.93
C 0.51 3.25 0.75
H -0.77 0.23 1.43
H -0.73 0.27 5.08
N -2.18 1.18 -0.68

***

21
Properties=species:S:1:pos:R:3 method="wB97M-V/def2-TZVPD" total_charge=+1 gap_ev=10.882 spin_multiplicity=1 e_above_lowest_ev=3.883 smiles="C=C([NH2+][C@H](C)N)OC" lumo_ha=-0.1110 e_tot_ev=-10414.3124
C 1.51 0.24 -0.29
H 1.77 2.13 -1.25
C -1.13 -0.34 0.30
H -4.19 -0.17 0.68
H 2.82 -0.40 1.26
H -3.61 1.42 -0.12
H 3.11 -1.25 -0.34
H -0.08 -1.66 -0.91
H -3.21 -0.21 -0.93
H 0.71 0.35 1.64
C -0.99 -1.36 -0.47
H 0.92 -0.07 -1.24
N 0.24 0.60 0.71
H 2.95 1.69 -0.02
H -1.72 -2.01 -1.06
H 0.08 1.54 0.67
H 1.82 -1.66 0.86
C -3.41 0.34 0.05
C 2.37 -0.83 0.34
O -2.21 0.30 0.81
N 2.24 1.34 -0.69

***

Repeat the fourth record exactly.
21
Properties=species:S:1:pos:R:3 method="wB97M-V/def2-TZVPD" total_charge=+1 gap_ev=10.882 spin_multiplicity=1 e_above_lowest_ev=3.883 smiles="C=C([NH2+][C@H](C)N)OC" lumo_ha=-0.1110 e_tot_ev=-10414.3124
C 1.51 0.24 -0.29
H 1.77 2.13 -1.25
C -1.13 -0.34 0.30
H -4.19 -0.17 0.68
H 2.82 -0.40 1.26
H -3.61 1.42 -0.12
H 3.11 -1.25 -0.34
H -0.08 -1.66 -0.91
H -3.21 -0.21 -0.93
H 0.71 0.35 1.64
C -0.99 -1.36 -0.47
H 0.92 -0.07 -1.24
N 0.24 0.60 0.71
H 2.95 1.69 -0.02
H -1.72 -2.01 -1.06
H 0.08 1.54 0.67
H 1.82 -1.66 0.86
C -3.41 0.34 0.05
C 2.37 -0.83 0.34
O -2.21 0.30 0.81
N 2.24 1.34 -0.69